# 1
Molecular formula: C40H61IN5O2
Method: DFT, ωB97M-V/def2-TZVPD

Calculated values
E_HOMO: -11.10 eV
net charge: +1

Last column: Mulliken charge in e.
Element x y z (Å)
I -5.64228 2.25427 -2.13156  0.179
O -6.06225 3.95248 4.33597  -0.533
O -1.00174 0.99905 2.90278  -0.567
N -3.17541 1.19619 -1.16442  -1.497
N 2.62541 -2.05303 -3.50197  -0.474
N -2.25515 0.75260 -0.32226  1.373
N 5.23954 1.96550 -1.27397  -0.518
N -2.21784 -5.64533 -4.31452  -0.463
C -4.33974 1.54543 -0.68149  -0.213
C -0.95814 -2.75616 -3.04237  -0.687
C 6.80089 1.16104 -4.59449  -1.243
C -0.72311 -1.88074 -4.26685  -0.417
C 2.51175 1.90628 2.51195  1.066
C 1.13510 3.81469 1.97475  -0.353
C -1.39695 -6.35333 -0.73092  -0.934
C -1.61968 -7.72760 -2.86340  -0.501
C -6.00417 1.83845 1.21824  -1.700
C 5.66409 0.20679 -4.24779  -0.542
C -5.96094 3.11893 2.08541  0.257
C 0.10890 1.44005 -0.71963  1.573
C -3.92482 0.71910 2.89942  -0.543
C 3.19500 -1.76500 3.49590  -0.884
C -1.84024 4.14680 3.59051  -1.692
C -1.95034 -6.55974 -3.67670  0.300
C -2.06548 -7.54448 -1.40755  -0.411
C 2.38133 3.22697 2.09727  -1.336
C -3.67717 0.96921 1.51969  1.187
C 0.10957 1.79808 2.63281  0.529
C 1.34828 1.20842 2.77333  -0.158
C -1.31243 0.12279 1.85558  -0.015
C 3.86414 1.28676 2.67630  -0.942
C -6.57334 2.95648 3.46517  -0.797
C -4.06053 0.52630 4.07091  -0.565
C 1.53435 0.93524 -0.98664  -1.209
C -1.44971 5.02365 1.26973  -1.856
C 4.09712 -1.90773 2.25942  -0.845
C 3.14433 -0.56180 0.31135  1.397
C -0.97206 0.39107 -0.96538  -1.756
C 1.86637 -0.48626 -0.51832  -0.342
C 4.49693 0.90274 -3.53755  0.707
C -0.03390 3.11645 2.23897  -0.550
C 4.91378 1.50107 -2.27053  0.311
C 0.53695 -2.27921 -5.04472  -0.671
C -1.38473 3.79101 2.17763  3.081
C 1.72640 -2.16252 -4.20549  0.278
C 3.31081 -1.94259 0.94793  -0.840
C -2.42161 0.64135 0.98002  0.420
C -4.67087 1.44610 0.69057  1.331
H -2.10272 -8.59718 -3.30917  0.321
H -1.71396 -6.27659 0.30887  0.353
H 4.62611 -2.85261 2.34872  0.459
H -2.10563 3.08116 1.77238  -1.670
H -2.75605 4.73354 3.57695  0.526
H -0.14049 -2.66479 -2.32145  0.172
H 1.76624 1.07001 -2.03937  0.588
H -1.66905 -0.81651 2.27732  0.632
H -0.71492 -0.60214 -0.62206  0.681
H -1.04569 -3.79991 -3.33687  0.169
H -7.65351 3.07866 3.40071  0.326
H 2.33693 -2.39263 1.13765  0.361
H -1.07533 4.73062 4.09446  0.441
H -2.02894 3.24967 4.17514  0.284
H -4.15118 0.27636 5.09893  0.463
H -0.10147 2.26253 -1.40023  0.619
H 4.08153 1.69104 -4.16884  0.436
H 1.08716 -0.93389 0.09391  0.302
H 4.58871 1.83798 2.08895  0.300
H 1.39980 0.17975 3.10689  0.314
H -0.40472 -0.09191 1.30001  -1.018
H 2.19852 1.61774 -0.46018  0.307
H 3.80890 -2.59444 0.23235  0.447
H -1.88295 -2.47098 -2.53637  0.395
H -2.45806 5.10347 0.87038  0.343
H 0.00933 1.86176 0.27929  -1.170
H 4.01369 -0.31780 -0.28859  0.497
H -6.48012 3.91178 1.55703  0.537
H -4.93222 3.45243 2.20509  -0.277
H -6.38044 1.01467 1.82714  0.528
H 2.00702 -1.11685 -1.39269  -0.392
H -0.30994 -6.45139 -0.74415  0.315
H -1.18186 0.31227 -2.02322  0.154
H 0.46274 -3.31029 -5.39364  0.334
H 3.17304 -2.67184 4.08984  0.430
H 6.45217 1.97380 -5.23429  0.301
H 3.70567 0.18198 -3.32674  -0.757
H 4.84657 -1.12272 2.24516  0.507
H -0.78990 4.93339 0.41268  0.491
H 2.16992 -1.54015 3.20177  0.266
H 3.27046 3.80294 1.89218  0.457
H 7.59424 0.63493 -5.12400  0.371
H -6.39163 1.96148 3.86598  0.354
H 1.09526 4.85177 1.68453  0.538
H 3.87886 0.25566 2.33122  -0.244
H -1.57790 -1.95392 -4.93951  0.445
H 7.23842 1.60016 -3.69704  0.341
H -1.65968 -5.41744 -1.22814  0.139
H -1.24908 5.93692 1.81960  0.416
H 0.66799 -1.64007 -5.91817  0.369
H 5.28088 -0.25671 -5.15788  0.380
H 3.50747 -0.95025 4.14341  0.233
H 4.17061 1.28235 3.71838  0.405
H -0.64093 -0.83178 -3.96942  0.108
H -5.57931 3.53041 5.04751  0.304
H 3.05825 0.17191 1.11811  -1.663
H 6.03773 -0.59879 -3.61411  0.315
H -3.14958 -7.42571 -1.37572  0.298
H -6.69698 1.96512 0.40140  0.595
H -1.82903 -8.45761 -0.86057  0.311
H -0.54097 -7.88356 -2.91562  0.279

Force components x, y, z for each atom (eV/Å):
I -0.069 0.047 -0.034
O -0.092 0.080 -0.050
O -0.438 0.343 0.145
N 0.054 0.005 -0.021
N 0.203 0.041 0.054
N 0.153 0.126 -0.418
N 0.035 0.078 0.250
N -0.041 0.187 -0.089
C 0.223 0.047 -0.025
C 0.065 0.105 0.069
C -0.012 -0.041 0.011
C -0.075 -0.018 0.137
C 0.130 0.398 0.025
C 0.314 0.066 0.084
C -0.034 -0.013 0.001
C -0.066 -0.027 0.165
C -0.225 -0.095 0.384
C 0.144 0.076 -0.051
C 0.260 -0.073 -0.261
C -0.231 -0.032 -0.251
C 0.225 0.319 -0.065
C 0.000 0.238 -0.049
C -0.176 -0.118 0.073
C 0.043 -0.189 -0.060
C 0.039 0.094 0.090
C 0.000 -0.090 0.075
C -0.055 -0.277 -0.006
C 0.199 -0.046 0.199
C -0.010 -0.353 0.127
C 0.272 -0.406 0.163
C 0.094 0.098 0.303
C -0.125 0.093 0.179
C -0.005 -0.280 0.101
C -0.040 0.177 0.388
C -0.194 -0.365 -0.043
C -0.204 -0.852 0.168
C -0.894 -0.210 0.373
C 0.197 0.004 -0.328
C 0.601 0.099 -0.372
C 0.096 -0.138 -0.062
C -0.314 0.391 0.125
C -0.128 0.019 -0.158
C -0.119 0.040 -0.009
C -0.079 0.092 -0.065
C -0.089 -0.020 -0.084
C 0.470 0.153 -0.297
C -0.107 0.020 0.244
C -0.279 0.227 -0.310
H 0.021 -0.014 -0.029
H 0.014 -0.005 0.010
H 0.246 -0.032 0.046
H -0.037 -0.215 -0.001
H -0.143 0.078 -0.060
H 0.030 0.004 -0.044
H -0.008 -0.170 -0.226
H -0.077 -0.104 0.184
H 0.111 -0.107 0.086
H -0.040 -0.003 0.048
H -0.154 0.006 0.025
H -0.178 -0.068 0.038
H 0.116 0.102 0.069
H 0.060 -0.113 0.111
H -0.068 0.067 0.175
H -0.017 0.226 -0.028
H -0.002 0.029 0.017
H -0.274 0.003 0.059
H 0.249 0.086 -0.052
H -0.077 0.066 -0.004
H -0.098 -0.094 -0.152
H 0.073 0.189 -0.014
H 0.031 -0.132 -0.080
H -0.029 -0.038 -0.032
H -0.171 0.160 0.038
H 0.145 -0.235 -0.052
H 0.195 0.188 -0.032
H 0.016 0.197 -0.075
H 0.159 0.030 0.126
H 0.009 -0.132 0.048
H -0.277 -0.280 -0.034
H 0.009 0.006 -0.002
H -0.218 -0.023 -0.149
H -0.021 -0.014 -0.006
H -0.021 -0.149 0.056
H 0.002 0.010 -0.002
H -0.019 -0.004 0.002
H 0.275 -0.187 -0.124
H 0.186 0.110 -0.083
H -0.052 -0.161 -0.002
H 0.099 0.089 -0.084
H 0.004 0.006 -0.014
H 0.111 -0.131 -0.034
H -0.132 0.153 -0.082
H 0.193 0.830 0.690
H 0.027 -0.017 -0.049
H -0.023 0.020 0.011
H 0.016 -0.006 -0.032
H 0.247 0.162 -0.026
H 0.034 -0.032 -0.032
H -0.070 -0.021 0.033
H 0.083 -0.028 0.163
H 0.090 0.172 0.203
H 0.033 0.027 -0.075
H 0.058 0.016 0.085
H -0.233 -0.380 -1.163
H -0.050 -0.030 0.011
H -0.014 -0.033 -0.027
H -0.170 -0.047 -0.190
H -0.002 -0.040 -0.048
H 0.015 -0.009 -0.020

=====

# 2
Molecular formula: C2H5FSi
Method: DFT, ωB97M-V/def2-TZVPD

Calculated values
ΔE to the lowest compared entry with this formula, charge and spin: 2.6944 eV
expectation value of S²: 2.016
2S+1: 3
E_HOMO (alpha / beta): -5.52 / -11.08 eV

Last column: Mulliken charge in e.
Element x y z (Å)
Si 1.30595 -0.08605 -0.01311  0.463
F -2.77364 0.13225 0.01458  -0.161
C -0.50347 -0.60950 -0.02236  -0.204
C -1.46538 0.27142 0.00651  -0.346
H 1.78157 0.00326 1.36907  -0.097
H 1.42161 1.21032 -0.67557  -0.122
H -1.06660 1.83802 0.11818  0.131
H 2.06900 -1.09985 -0.73802  -0.113
H -0.76903 -1.65987 -0.05928  0.449

Force components x, y, z for each atom (eV/Å):
Si -1.145 -0.715 -0.154
F -0.069 -0.745 0.069
C 7.765 -7.124 -0.364
C -5.764 13.013 0.353
H 0.166 0.166 0.316
H 0.022 0.329 -0.101
H -1.319 -4.594 -0.148
H 0.218 -0.219 -0.049
H 0.124 -0.112 0.077

=====

# 3
Molecular formula: C2H11N5
Method: DFT, ωB97M-V/def2-TZVPD

Calculated values
ΔE to the lowest compared entry with this formula, charge and spin: 2.8839 eV
SMILES string: C/N=C\N.NNN
E_HOMO: -8.79 eV

Last column: Mulliken charge in e.
Element x y z (Å)
N 1.72686 0.73227 -0.83224  -0.333
N 1.61288 1.23233 0.48154  -0.605
N -0.61739 -0.40749 0.87906  -0.574
N 2.61424 -0.37138 -0.86793  -0.522
N -1.68493 -0.86546 -1.19744  -0.414
C -1.74021 0.36998 1.36053  -1.033
C -0.67074 -0.96652 -0.27841  0.005
H 1.36695 2.21672 0.41344  0.271
H 0.79686 0.31415 -1.12251  0.384
H 0.09294 -1.70563 -0.50391  0.458
H -1.71100 -1.53275 -1.94928  0.240
H 2.57936 -0.89686 0.00860  0.255
H -1.49638 0.71076 2.36692  0.289
H 3.55533 -0.00060 -0.97231  0.272
H -2.65937 -0.22435 1.41550  0.395
H 0.75381 0.69524 0.95275  0.376
H -1.93220 1.24407 0.72763  0.337
H -2.58703 -0.54448 -0.88196  0.200

Force components x, y, z for each atom (eV/Å):
N -1.225 -0.789 -0.607
N -2.004 -0.697 1.334
N -0.127 -0.887 -0.615
N 0.265 -0.252 -0.264
N -0.036 0.002 0.078
C 0.112 0.169 -0.219
C -0.769 -0.308 1.237
H 0.081 -0.103 -0.006
H 1.452 0.856 0.286
H 0.258 0.318 -0.358
H 0.051 0.013 0.033
H 0.027 0.267 -0.075
H -0.149 0.064 -0.077
H -0.190 -0.107 0.133
H 0.000 -0.018 -0.016
H 2.250 1.332 -0.876
H -0.087 0.051 0.057
H 0.091 0.089 -0.046

=====

Repeat the second record exactly.
Molecular formula: C2H5FSi
Method: DFT, ωB97M-V/def2-TZVPD

Calculated values
ΔE to the lowest compared entry with this formula, charge and spin: 2.6944 eV
expectation value of S²: 2.016
2S+1: 3
E_HOMO (alpha / beta): -5.52 / -11.08 eV

Last column: Mulliken charge in e.
Element x y z (Å)
Si 1.30595 -0.08605 -0.01311  0.463
F -2.77364 0.13225 0.01458  -0.161
C -0.50347 -0.60950 -0.02236  -0.204
C -1.46538 0.27142 0.00651  -0.346
H 1.78157 0.00326 1.36907  -0.097
H 1.42161 1.21032 -0.67557  -0.122
H -1.06660 1.83802 0.11818  0.131
H 2.06900 -1.09985 -0.73802  -0.113
H -0.76903 -1.65987 -0.05928  0.449

Force components x, y, z for each atom (eV/Å):
Si -1.145 -0.715 -0.154
F -0.069 -0.745 0.069
C 7.765 -7.124 -0.364
C -5.764 13.013 0.353
H 0.166 0.166 0.316
H 0.022 0.329 -0.101
H -1.319 -4.594 -0.148
H 0.218 -0.219 -0.049
H 0.124 -0.112 0.077